# 1
# C42H67GeN4O4P2RbS

A molecular structure, C42H67GeN4O4P2RbS (wB97M-V/def2-TZVPD, the Open Molecules 2025 dataset).

Results
* ΔE to the lowest compared entry with this formula, charge and spin: 92.6 kJ/mol
* total charge: -2
* electronic energy: -5342.48501 Ha
* maximum force: 0.82 eV/Å
* orbital gap (spin up / spin down): 4.776 / 4.637 eV
* molecular weight: 944.1 Da

Last column: Mulliken charge in e.
Positions of all 122 atoms, in Å:
Rb: -0.68835 0.02067 0.33478  0.28
Ge: 2.53847 3.35271 -2.10546  0.70
S: -4.31305 -1.80961 3.44584  -0.40
P: -2.39396 2.33083 -1.55686  0.96
P: 1.31365 -2.12754 1.84375  0.78
O: -0.70777 3.49713 3.69232  -0.60
O: -5.50179 -0.57807 0.43660  -0.64
O: -0.17757 1.51344 2.80477  -0.20
O: -3.37525 -0.62965 -0.09990  -0.26
N: 1.17541 -2.34211 -1.09954  0.50
N: -2.76115 1.22691 1.81073  2.07
N: -3.67874 0.25320 5.06285  -0.14
N: -1.98365 -1.06032 4.59882  -0.02
C: 2.24035 -2.98149 -0.61336  -0.67
C: 1.91723 -1.27317 -3.18379  1.79
C: 4.24068 -4.38676 -0.90806  -0.92
C: -4.04326 3.11086 -1.89855  -0.82
C: -0.31302 -2.34016 -4.46260  -0.72
C: -2.53814 0.97505 5.63647  -0.38
C: 0.54848 -1.52910 -5.19046  0.69
C: -5.07450 1.76883 2.05363  -1.19
C: -1.05489 -3.48500 -2.34039  -1.43
C: 0.26677 -1.18008 -6.63076  -1.59
C: -1.34983 0.04781 5.32031  0.00
C: 3.14372 -3.74287 -1.43061  -0.62
C: 2.52712 -2.98692 0.79776  0.08
C: -2.32838 0.37022 -3.60415  -0.68
C: -1.60919 4.67308 -0.18820  -1.10
C: -2.41881 2.28503 2.61539  0.52
C: -4.72729 2.90495 2.83238  -1.22
C: 2.27874 -1.01547 2.99763  1.70
C: 1.03121 -2.09978 -2.45180  -1.03
C: 4.51066 3.22696 -2.32419  -1.46
C: -3.30112 -0.85325 4.36846  -0.02
C: 3.11483 -1.60549 4.13286  -1.73
C: 0.63874 -3.44764 3.00306  0.13
C: -5.13591 2.13802 -2.35401  -1.29
C: 5.76408 -5.04407 1.01937  -1.72
C: 3.10445 -0.64749 -2.50398  -1.26
C: 1.90515 3.31361 -4.00289  -1.05
C: 1.65461 -1.00714 -4.52496  -0.71
C: 1.53734 -4.61272 3.41251  -1.59
C: -1.04399 2.36980 2.98166  -0.61
C: -1.38073 3.87224 -1.47200  0.11
C: 2.28233 5.26226 -1.59751  -1.24
C: -1.89967 1.80265 -3.26149  -0.35
C: 3.11501 -0.05231 2.14251  -1.67
C: 1.81025 2.20410 -0.75868  -0.47
C: -4.02067 1.00869 1.52884  0.90
C: -0.09802 -2.61911 -3.11807  0.81
C: 3.67348 -3.63308 1.26908  0.28
C: 4.55349 -4.33482 0.45796  0.40
C: -3.42016 3.18711 3.09593  -1.00
C: -0.63158 -4.00450 2.33759  -1.39
C: -4.23411 -0.13866 0.57067  -0.04
H: 2.79800 -0.11656 -1.59679  0.06
H: -1.10995 -4.76515 2.96628  0.47
H: 6.65583 -4.86788 0.40867  0.36
H: 0.94177 3.82606 -4.10455  0.34
H: 3.48639 -0.78807 4.76330  0.49
H: -1.48009 -2.93940 -1.49283  0.14
H: -4.35034 3.58417 -0.96118  0.36
H: 3.63436 0.67103 2.78244  0.43
H: -0.54000 -4.35190 -1.91715  0.33
H: -4.47222 0.75661 4.70174  0.29
H: -1.38741 4.06104 0.68995  0.06
H: -2.28879 2.52256 -3.99071  0.47
H: 2.84826 5.93743 -2.25271  0.41
H: -0.80709 1.86579 -3.29015  -0.11
H: -2.64320 5.02426 -0.10046  0.33
H: 4.88718 -4.95614 -1.57337  0.31
H: 2.53743 -2.27916 4.77333  0.34
H: 1.47482 -0.42527 3.45561  -0.53
H: 2.33756 -0.35737 -5.06931  0.23
H: 0.25186 3.41635 3.77773  0.41
H: 0.96246 -5.32839 4.01404  0.49
H: -0.23154 -2.00401 -7.14978  0.37
H: 3.58908 0.07309 -3.16779  0.24
H: -0.37316 -4.46766 1.37843  0.30
H: 1.19016 -0.95008 -7.16775  0.42
H: 5.98327 -4.69441 2.03192  0.34
H: -1.19126 -2.75707 -4.95190  0.22
H: 2.51442 0.52409 1.43132  0.40
H: -6.12268 2.60577 -2.30013  0.39
H: -2.67089 1.10793 6.70828  0.28
H: -0.60584 0.53612 4.69600  -0.19
H: 2.94221 -3.79144 -2.49537  0.34
H: -1.57022 4.48331 -2.36201  0.49
H: 4.99520 3.04243 -1.36057  0.37
H: 4.76675 2.40073 -2.99747  0.38
H: 3.84388 -1.39718 -2.20433  0.35
H: -1.36867 -3.22365 2.13306  0.15
H: 2.39943 -4.29743 4.00297  0.26
H: -4.97741 1.82303 -3.38668  0.32
H: 1.10131 1.54207 -1.29715  -0.21
H: -5.50970 3.55581 3.20142  0.36
H: -0.38292 -0.30092 -6.71281  0.26
H: 3.90046 -3.58688 2.32857  -0.06
H: 1.22084 5.52994 -1.65564  0.31
H: 5.62097 -6.13049 1.07405  0.29
H: -1.46439 -1.57114 3.90787  -0.07
H: 4.90683 4.15690 -2.75024  0.43
H: 1.90943 -5.13522 2.52954  0.28
H: 2.61101 5.41048 -0.56361  0.33
H: 1.77246 2.27590 -4.33063  0.07
H: -3.90185 3.90649 -2.63708  0.56
H: 0.35280 -2.89381 3.90772  0.46
H: -2.41829 1.95316 5.17432  0.14
H: 2.63225 3.79992 -4.66645  0.43
H: 3.98891 -2.14452 3.75959  0.25
H: -0.87114 -0.31888 6.22725  0.48
H: -1.94987 0.07142 -4.58488  0.24
H: -6.10941 1.59055 1.79314  0.35
H: -3.12104 4.06015 3.66126  0.46
H: -3.41556 0.25617 -3.60598  0.28
H: -6.02207 -0.23107 1.17398  0.38
H: 3.86775 -0.60496 1.57053  0.25
H: -0.33432 3.54523 -1.50381  -0.96
H: -1.92969 -0.34120 -2.87759  -0.03
H: -5.15869 1.23802 -1.73386  0.23
H: -0.95323 5.54704 -0.15615  0.49
H: -1.87411 -3.83147 -2.97775  0.42

Atoms 1-3, force components in eV/Å:
0.72 -0.07 -0.38
0.07 0.21 -0.01
0.11 0.04 0.10

---

# 2
# C42H68N12S

A molecular structure, C42H68N12S at a distorted geometry (wB97M-V/def2-TZVPD, the Open Molecules 2025 dataset).

Results
* total charge: 0
* electronic energy: -2696.11028 Ha
* maximum force: 11.02 eV/Å
* orbital gap: 7.493 eV
* molecular weight: 773.2 Da

Last column: Mulliken charge in e.
Positions of all 123 atoms, in Å:
S: 4.67513 2.30589 -1.35778  0.09
N: -2.13445 -1.53711 0.31330  -0.36
N: 0.07195 -2.45988 8.68445  -0.37
N: -7.15226 -1.66248 -2.31135  -0.42
N: -3.99119 -0.16986 5.83154  -0.54
N: -9.87939 2.19870 0.32323  -0.48
N: 3.53491 1.12952 -1.56039  -0.32
N: -7.67458 -1.37701 2.56865  -0.58
N: 3.69466 3.62238 -1.10848  -0.45
N: -1.96764 0.02095 -0.62599  -0.17
N: 8.28925 -2.00910 -7.21122  -0.42
N: -6.17026 -4.13648 7.32059  -0.40
N: -5.44317 1.54965 -0.42050  -0.57
C: 6.88926 -0.51965 -1.97654  0.79
C: 7.79335 0.07373 -3.11761  -1.02
C: -0.08892 3.23041 -1.11150  -1.24
C: 7.54814 -0.10320 -0.57662  -0.55
C: -3.74846 -0.99804 5.06752  0.16
C: 5.71891 -0.78028 1.21926  -0.39
C: 2.09742 -1.11046 0.40949  -0.28
C: -9.42791 1.92374 -0.70129  0.43
C: -8.20227 -0.40025 2.89144  0.55
C: 5.62323 -0.34585 -4.62659  0.06
C: -0.86978 -1.80122 8.59881  0.26
C: 0.87424 -0.59361 -1.89352  -0.80
C: -0.03498 5.65841 0.48192  -1.35
C: -8.84301 1.56738 -2.01400  -0.71
C: 2.41582 3.14559 -1.15884  0.74
C: -8.87711 0.86141 3.26131  -0.77
C: 2.39454 6.13394 -0.10005  -0.85
C: 4.69286 -1.69610 0.40721  0.73
C: 3.29133 -1.85700 1.12733  -1.14
C: 5.55278 -1.92676 -4.63769  -1.08
C: 0.96248 0.93298 -1.58345  0.29
C: 2.27325 1.65961 -1.44109  0.34
C: 2.89850 5.52950 1.26939  -1.03
C: -5.55950 0.48787 0.01426  0.35
C: -2.08009 -0.95452 8.48702  -0.23
C: 7.08145 0.25464 -4.52621  -0.25
C: -0.22242 1.76339 -1.43281  0.50
C: -5.83035 -0.87598 0.60887  -0.38
C: -7.85226 -2.49784 6.12960  -0.40
C: 7.97181 0.20226 -8.60352  -0.84
C: -1.67354 1.17850 -1.59582  -1.37
C: 1.17008 3.94863 -0.96733  0.28
C: -2.35526 -2.59346 0.77311  0.47
C: 1.92355 -1.48052 -1.10763  -0.10
C: 7.16684 -1.08239 0.59663  -1.02
C: 1.08057 5.48397 -0.66928  0.34
C: 8.15035 -1.04137 -7.82076  0.44
C: -3.43885 -2.06325 4.08746  -0.55
C: -7.66525 -4.04453 -1.29273  -0.79
C: -7.37414 -2.70710 -1.85718  0.42
C: -2.60808 -3.93770 1.35395  -1.07
C: -6.90655 -3.41962 6.79926  0.22
H: 2.19511 7.24434 -0.02892  0.56
H: -2.49694 -0.65746 -1.16844  0.30
H: 5.44915 0.30360 1.07464  0.11
H: 5.72961 -1.02327 2.31645  0.46
H: 1.07495 -0.73942 -2.99886  0.33
H: 6.99717 1.33683 -4.84687  0.33
H: 8.43336 0.09186 -9.58430  0.34
H: 5.84612 -0.11653 -1.94830  -0.86
H: 4.72397 -2.21813 -5.34233  0.34
H: -3.59586 -4.29076 1.05683  0.30
H: -2.51155 -1.05325 7.49185  -0.20
H: 2.18638 -0.01362 0.61777  0.29
H: -5.09248 -1.59858 0.25733  0.21
H: 4.63229 -1.25220 -0.61764  -0.85
H: 2.87016 -1.48853 -1.70219  -0.42
H: 3.39630 -1.41130 2.15993  0.35
H: -9.12141 0.54796 -2.27932  0.22
H: -9.51665 1.18809 2.44050  0.24
H: -2.96731 -1.63092 3.20413  0.06
H: 1.14950 -1.44897 0.92882  0.26
H: 6.53442 -2.39310 -4.89150  0.32
H: 3.99179 5.27765 1.15863  0.22
H: 3.20197 6.04434 -0.88435  0.37
H: 1.53161 -2.54288 -1.13186  0.57
H: -5.78264 -0.82163 1.69060  0.21
H: -4.35834 -2.56835 3.78964  0.37
H: -9.21165 2.24891 -2.78025  0.33
H: -7.62028 -2.43543 5.06624  -0.03
H: 5.15075 -2.72843 0.37899  0.36
H: 6.90981 0.41020 -8.73077  0.26
H: 5.18807 -2.24755 -3.61687  0.21
H: 8.62627 -0.67471 -3.27809  0.33
H: 0.23968 6.56080 1.08401  0.38
H: -1.81970 0.08934 8.65896  0.26
H: -7.77172 -1.50373 6.56915  0.26
H: -1.78213 0.86367 -2.67700  0.37
H: 7.24618 0.96432 -0.36638  0.22
H: 4.96077 0.13786 -3.85804  -0.21
H: 3.04637 -2.94603 1.30499  0.34
H: -1.07323 5.72272 0.07442  0.34
H: -9.48702 0.71089 4.15213  0.32
H: -7.75605 1.63831 -1.96549  0.19
H: -2.37496 2.04542 -1.40864  0.28
H: -0.15358 -1.01489 -1.72776  0.17
H: 8.43832 1.03767 -8.08201  0.27
H: -8.66020 -4.36648 -1.59833  0.31
H: 6.82839 -1.63389 -2.05024  0.48
H: -6.82121 -1.20159 0.30882  0.14
H: 2.33116 4.61836 1.57784  0.29
H: -1.85662 -4.64417 0.99931  0.35
H: 7.89028 -1.01937 1.45342  0.34
H: -1.05306 3.79079 -0.99409  0.10
H: -2.76128 -2.79141 4.53403  0.45
H: 7.70370 -0.25179 -5.32773  -0.11
H: 0.00162 4.78216 1.19184  0.37
H: 0.66126 6.02243 -1.56060  0.37
H: 5.21307 -0.00001 -5.62494  0.47
H: -8.87306 -2.85926 6.25132  0.34
H: -2.81833 -1.26331 9.22661  0.26
H: 2.83919 6.33745 2.05399  0.31
H: 7.19213 -2.13403 0.19095  0.38
H: 8.29443 1.04320 -2.84926  0.25
H: 8.66287 -0.16068 -0.71975  0.40
H: -8.13608 1.63437 3.46410  0.29
H: -2.54357 0.42846 0.11076  0.24
H: -6.93146 -4.76565 -1.65191  0.29
H: -7.62256 -4.00401 -0.20389  0.25
H: -2.56226 -3.88708 2.44006  0.23

Atoms 1-3, force components in eV/Å:
-2.37 0.09 -0.04
-1.82 -8.88 6.26
-0.50 0.34 -0.07

---

# 3
# C42H70B2BrN12O2PS2W

A molecular structure, C42H70B2BrN12O2PS2W (wB97M-V/def2-TZVPD, the Open Molecules 2025 dataset).

Results
* total charge: 0
* electronic energy: -6278.79245 Ha
* maximum force: 0.73 eV/Å
* orbital gap (spin up / spin down): 6.860 / 6.919 eV
* molecular weight: 1155.6 Da

Last column: Mulliken charge in e.
Positions of all 133 atoms, in Å:
W: -0.79870 0.41588 -0.52330  -0.56
Br: -2.46987 -1.40105 -1.17672  -0.50
S: -0.17723 -0.40746 -3.15709  0.57
S: 0.66387 2.50682 -4.93844  -0.62
P: 0.45132 0.58464 -4.83457  -0.18
O: 1.81089 -0.10582 -5.32085  -0.06
O: -0.56194 0.02236 -5.94743  -0.06
N: -0.54031 3.49045 -0.11557  -0.20
N: -1.90963 1.68942 -1.88261  0.50
N: 1.66670 1.58695 2.20361  -0.03
N: 1.11532 2.49357 -1.63123  0.40
N: 1.08070 -1.55722 1.42055  0.75
N: -0.89848 2.35679 0.52339  1.05
N: 0.56287 -1.73697 0.13881  0.39
N: -1.16750 -0.66632 2.23036  0.97
N: 1.04019 0.64883 3.00948  1.20
N: 1.04460 1.28887 -1.01949  1.17
N: -1.95191 0.04380 1.36828  -0.10
N: -1.34596 2.84078 -2.31049  0.52
C: -3.22577 -0.10895 1.75337  -0.41
C: -5.39369 -0.29081 0.44211  -1.49
C: 1.92613 -3.42600 0.65915  -1.35
C: 1.92229 -1.18028 -6.27898  1.06
C: 0.93987 0.40686 5.70786  0.17
C: 2.33105 2.40300 2.98533  -0.65
C: 1.05681 -2.90400 -0.30556  -0.50
C: -1.17064 4.09141 1.90886  -1.68
C: -1.49605 -3.82021 3.00816  -1.31
C: 2.14287 2.04335 4.32575  -1.24
C: -0.70675 4.54019 0.68426  -0.72
C: 3.14955 3.55836 2.47943  0.51
C: 1.94540 -2.55849 1.71732  0.18
C: 2.25458 0.72788 -1.09682  -0.16
C: -3.06232 1.54734 -2.53963  -0.20
C: 2.51029 4.89435 2.86114  -1.38
C: 2.19517 -3.73360 3.93354  -1.27
C: 3.39353 3.46406 0.98092  -1.16
C: 3.19600 -1.92982 -5.94507  -1.24
C: -2.65386 0.81353 -6.77014  -1.68
C: 2.06837 -3.15885 -2.59751  -1.19
C: -2.21862 -2.70283 5.14854  -1.92
C: -3.25966 -1.05044 2.78472  -0.99
C: 2.84395 -2.79827 2.90658  0.27
C: -4.26431 1.96728 0.65645  -1.14
C: -1.26666 2.71748 1.75948  -0.10
C: -0.31100 1.16011 6.17791  -1.60
C: 0.80885 -1.06906 6.05274  -1.49
C: -2.34400 -1.56441 -5.93742  -1.27
C: 3.11758 1.57216 -1.77796  -1.69
C: -4.47957 0.59967 1.29047  0.63
C: 0.99324 -3.65762 -1.62540  0.53
C: -2.14313 3.42266 -3.20679  -0.42
C: 1.95196 -0.58503 -7.67434  -1.53
C: 2.34638 2.67867 -2.09920  -0.32
C: 3.51770 -1.55463 3.47681  -1.83
C: -1.94916 -1.40833 3.02774  0.20
C: -0.35299 -3.90185 -2.29282  -1.30
C: -1.98578 -0.10422 -5.76848  1.94
C: -1.43567 -2.53954 3.84976  3.08
C: -3.25907 2.62788 -3.39227  -1.54
C: 1.34207 0.92810 4.32913  0.38
B: 0.35963 -0.35840 2.05649  1.00
B: -0.10964 3.42220 -1.59710  0.17
H: 1.33185 -4.65006 -1.30987  0.43
H: -0.74173 -3.02255 -2.78827  -0.22
H: -2.21612 -1.79328 5.74982  0.42
H: 4.03018 -1.23227 -5.86162  0.32
H: 3.42239 -2.64215 -6.74044  0.41
H: 3.13802 5.72481 2.53213  0.43
H: -5.52121 -1.27679 0.89022  0.38
H: 4.14312 -1.82866 4.32839  0.44
H: -0.56014 0.88360 7.20486  0.45
H: -4.99060 -0.42868 -0.55794  0.21
H: 1.06165 0.01472 -7.85469  0.31
H: -6.37622 0.17744 0.35882  0.46
H: -0.92757 -3.70935 2.08212  0.11
H: 3.65015 -3.38951 2.46227  0.60
H: 4.11123 3.50077 3.00234  0.47
H: 3.91418 2.54395 0.71602  0.37
H: -2.22903 0.20880 -4.75175  -0.86
H: 4.15135 1.40321 -2.01971  0.52
H: -3.42365 -1.70311 -5.85534  0.45
H: -2.52955 -4.05115 2.74384  0.37
H: 2.37069 4.97916 3.94016  0.40
H: -1.80569 -3.51715 5.74622  0.35
H: 2.24549 -3.92187 -3.36059  0.58
H: 2.84075 -3.85190 4.80568  0.41
H: 2.41558 -0.25575 -0.68926  0.03
H: 0.30347 0.34639 1.04850  -0.99
H: 1.78154 0.75517 6.30925  0.69
H: 2.50774 -4.32935 0.56873  0.57
H: -4.14195 -1.42568 3.27552  0.59
H: -3.96108 2.71093 1.39357  0.21
H: 4.15569 -1.09472 2.72037  0.45
H: -3.50203 1.94296 -0.11514  -0.01
H: -3.25828 -2.95257 4.92899  0.48
H: 0.97682 -1.17858 7.12606  0.61
H: 2.81818 -0.79300 3.80287  0.42
H: -3.66065 0.66742 -2.38031  0.55
H: -4.08268 2.79377 -4.06354  0.57
H: -0.22156 -4.68304 -3.04627  0.54
H: 1.76631 -2.23761 -3.08741  -0.07
H: -0.17284 2.23952 6.12689  0.39
H: -2.02408 -1.92283 -6.91831  0.32
H: -1.16552 0.90218 5.54528  0.22
H: -5.00817 0.76710 2.23515  0.48
H: -2.37534 0.53038 -7.78700  0.35
H: -1.56089 1.98391 2.48626  0.57
H: -1.09518 -4.24776 -1.57298  0.38
H: 1.99830 -1.37956 -8.42196  0.40
H: -1.85870 -2.16146 -5.16471  0.05
H: 2.59465 3.57817 -2.63483  0.44
H: -2.34209 1.84456 -6.60174  0.34
H: -5.19147 2.31015 0.19404  0.54
H: -0.18529 -1.45060 5.85699  0.12
H: 0.15692 4.50854 -2.01869  -0.15
H: 1.53456 4.99259 2.38813  0.12
H: -1.39465 4.67113 2.78624  0.56
H: 1.54361 -1.69080 5.55219  0.15
H: 2.03923 -4.71698 3.48792  0.34
H: 3.01328 -2.98755 -2.07645  0.37
H: 2.56306 2.51625 5.19966  0.61
H: -1.08597 -4.66415 3.56633  0.43
H: 2.83112 0.05147 -7.78842  0.34
H: -0.47633 5.52995 0.32644  0.53
H: 3.98502 4.31241 0.63116  0.51
H: 3.10344 -2.47473 -5.00714  0.13
H: 1.22328 -3.38735 4.27536  0.09
H: -0.38734 -2.33816 4.05928  -2.41
H: 1.05389 -1.83384 -6.17300  0.14
H: -1.84602 4.34781 -3.66843  0.45
H: -3.73997 0.74929 -6.67864  0.40
H: 2.44304 3.46084 0.44513  -0.22

Atoms 1-3, force components in eV/Å:
0.18 -0.62 0.10
0.01 -0.10 -0.08
0.02 -0.18 0.38